1.
Entry from the Open Molecules 2025 dataset: C29H39CsN3O5P as an isolated structure in a non-equilibrium geometry (ωB97M-V/def2-TZVPD).

```
78
Properties=species:S:1:pos:R:3:forces:R:3:lowdin_charge:R:1
Cs -1.52476 -0.38495 -2.10487 -0.58 1.52 0.09 1.1926
O -0.84754 2.97219 1.14684 1.89 -3.72 4.11 -0.0432
C -0.94744 1.67628 1.57686 1.21 2.66 -0.60 -0.5783
O -1.38067 0.77529 0.87925 0.07 -0.37 0.40 -0.0491
C -0.42082 1.45614 3.02686 0.23 0.43 0.34 -0.2296
P 1.13246 0.39130 3.34044 -0.33 -0.52 -1.50 1.0330
C 2.66082 1.26185 2.82971 1.94 -0.34 1.12 -0.3778
C 3.89826 1.08064 3.58948 -1.38 0.42 -0.28 -0.0804
C 5.08250 1.53671 3.05380 0.90 -0.11 -0.65 -0.0988
C 5.10282 2.20577 1.81260 1.70 0.11 1.01 -0.1145
C 3.95872 2.43527 1.13390 -0.67 0.01 -0.28 -0.1016
C 2.77433 1.90795 1.62100 -1.69 0.10 -0.46 -0.1061
C 1.32275 0.53389 5.11640 0.91 0.04 1.62 -0.4081
C 1.45052 -0.56888 6.03654 -0.02 2.61 -1.53 -0.0836
C 1.65813 -0.33262 7.38416 -0.12 0.27 0.17 -0.0978
C 1.75129 0.98041 7.85086 -0.65 0.69 0.20 -0.0748
C 1.69852 2.02784 6.92064 0.64 0.44 1.52 -0.1026
C 1.58300 1.84420 5.58181 -0.96 -1.60 -0.71 -0.1222
H -1.05819 0.70072 3.49930 -0.51 0.38 0.02 0.0617
H -0.47028 2.43099 3.59307 0.23 -1.09 -0.57 0.0984
H 3.85608 0.70068 4.61835 0.09 -0.16 -0.62 0.1007
H 6.09571 1.36809 3.47381 -1.06 0.07 0.32 0.1089
H 6.07553 2.60341 1.48433 -0.58 -0.23 -0.05 0.1071
H 3.93338 3.02307 0.24011 0.08 0.14 -0.44 0.1027
H 1.84879 2.04735 1.04600 0.37 0.08 0.10 0.1071
H 1.50432 -1.54488 5.63053 -0.39 -0.93 -0.22 0.0802
H 1.69643 -1.21188 8.00318 0.18 0.06 0.52 0.0953
H 1.76292 1.33840 8.91173 0.24 -1.05 -0.93 0.1166
H 1.81365 3.02811 7.30587 0.02 0.24 0.07 0.1010
H 1.63785 2.64612 4.85587 -0.11 0.15 0.23 0.1122
O -0.66418 -2.81845 -3.26609 0.95 -0.30 1.86 -0.2709
C -0.14817 -3.47339 -4.39412 -0.11 0.16 -0.59 -0.2922
C -1.28607 -4.10896 -5.21346 0.61 1.39 -0.04 -0.1574
C -2.52791 -3.15182 -5.24084 -0.14 -1.77 -1.71 -0.1319
C -2.27657 -1.73993 -5.66215 0.70 0.67 0.66 -0.3214
C -1.19696 -1.42875 -6.48586 -0.33 0.12 -0.92 -0.0216
C -1.07469 -0.08817 -6.85801 0.20 0.08 0.17 -0.0466
C -1.99575 0.85809 -6.40107 0.94 0.25 -0.53 -0.0722
C -3.01481 0.47422 -5.57607 0.71 -0.70 0.19 -0.1452
N -3.06043 -0.78607 -5.15064 -1.47 -0.65 0.13 0.0752
H -0.16403 -2.98324 -2.38930 -1.05 0.24 -2.01 0.0747
H 0.46277 -4.28444 -4.13490 1.16 -1.22 0.76 0.0930
H 0.52405 -2.81597 -4.98870 -0.71 -0.02 0.22 0.1171
H -1.56208 -5.06318 -4.73495 -0.01 0.34 -0.42 0.1153
H -0.79322 -4.28237 -6.20993 -1.00 -0.16 0.65 0.1191
H -3.03457 -3.19518 -4.28361 -0.15 0.10 -0.02 0.1078
H -3.19268 -3.60401 -6.04818 0.30 0.56 1.13 0.1397
H -0.58256 -2.26490 -6.87870 -0.26 1.04 0.22 0.1173
H -0.25928 0.29158 -7.46804 -0.01 -0.36 -0.01 0.1070
H -1.84280 1.90460 -6.61595 -0.10 0.07 -0.29 0.1046
H -3.73274 1.20703 -5.22802 -0.09 -0.25 0.32 0.1152
C -3.51835 5.05332 -2.12132 1.48 -1.30 -1.05 -0.0509
N -2.97690 4.45683 -0.87490 -1.10 0.89 -2.46 -0.2220
C -3.52116 4.89847 0.35734 -0.29 0.50 0.21 -0.0840
C -2.25046 3.35702 -0.83745 1.13 -2.44 1.13 -0.4021
O -1.99584 2.59044 -1.78983 -0.34 0.56 -1.42 -0.2198
H -4.26602 5.78413 -1.92609 -0.60 0.55 0.37 0.0510
H -3.94591 4.27950 -2.82851 0.49 0.67 0.90 0.0858
H -2.66467 5.55037 -2.66332 -0.86 -0.41 0.37 0.0928
H -4.57196 4.55747 0.43467 0.29 0.31 0.33 0.0919
H -3.46355 5.98808 0.31520 -0.31 0.13 0.71 0.0821
H -2.90882 4.47392 1.16397 -0.36 0.32 -0.12 0.0847
H -1.54956 3.06407 0.31203 -1.72 0.82 -2.26 -0.0301
C 1.69806 -4.52081 1.08725 1.99 0.92 -0.21 -0.0514
N 1.18433 -3.24515 0.65126 -0.56 0.95 -1.21 -0.1459
C 2.11191 -2.38357 -0.10643 -0.40 -1.64 -1.65 -0.0235
C -0.17061 -3.10907 0.39141 0.53 0.45 -0.59 -0.4248
C -1.16061 -3.66875 1.41201 -0.51 -0.34 -1.87 0.0208
O -0.58610 -2.44907 -0.59126 1.01 -1.37 1.88 -0.2256
H 2.60973 -4.31769 1.67899 -0.68 -0.27 0.35 0.1010
H 2.09130 -5.19014 0.29922 -0.66 0.35 -0.23 0.1004
H 0.91212 -4.97061 1.60912 -0.69 -1.13 1.09 0.0580
H 2.06080 -2.66020 -1.20804 0.26 0.31 1.08 0.1065
H 3.13493 -2.50008 0.23018 0.04 -0.36 0.24 0.0879
H 1.89140 -1.35036 -0.03647 -0.65 0.94 0.30 0.0712
H -1.63687 -4.63155 1.07941 0.76 0.71 0.39 0.1108
H -1.95510 -2.94280 1.32372 -0.37 0.22 0.37 0.0844
H -0.77846 -3.68991 2.40801 0.27 -0.22 0.57 0.0750
```
Positions in Å, forces in eV/Å.

The HOMO-LUMO gap is 5.356 eV. The value obtained for the HOMO energy is -5.43 eV. The net charge is 0. The energy relative to the best compared isomer or geometry (same formula, charge and spin) comes out at 3.138 eV.


2.
Entry from the Open Molecules 2025 dataset: a 2-piece molecular cluster, C3H4N2O3 overall in a non-equilibrium geometry (ωB97M-V/def2-TZVPD).

```
12
Properties=species:S:1:pos:R:3:forces:R:3:lowdin_charge:R:1
C -1.39377 1.42769 0.04115 0.04 -0.16 -0.30 -0.1573
C 1.40437 -0.72979 1.23791 2.15 0.31 0.04 -0.3371
N 1.51056 -1.55125 0.33604 -0.86 -0.30 -0.31 0.1625
O -0.67395 0.18012 0.30797 -0.04 -0.58 -0.19 -0.0432
N -1.23846 1.21734 -1.39326 -0.27 -0.11 -0.71 0.1280
C -0.63557 0.12373 -1.09316 0.07 1.44 1.39 -0.5434
O 1.58649 0.12371 1.99214 -0.92 -0.18 0.30 0.2205
O 0.03473 -0.78549 -1.70888 0.88 -1.21 0.76 0.1101
H 0.64883 -1.25888 -0.97220 -1.18 0.93 -1.30 0.1005
H 2.02392 -2.41298 0.39563 0.06 -0.05 0.35 0.1186
H -2.41479 1.38055 0.41761 0.03 -0.06 0.00 0.1186
H -0.85238 2.28526 0.43906 0.04 -0.04 -0.04 0.1222
```
Positions in Å, forces in eV/Å.

The HOMO-LUMO gap is 9.936 eV. The value obtained for the HOMO energy is -9.62 eV. The net charge is 0. The energy relative to the best compared isomer or geometry (same formula, charge and spin) comes out at 2.096 eV.